Formula: C17H42BFO9S3
Source: the Open Molecules 2025 dataset
Level of theory: the ωB97M-V functional and the def2-TZVPD basis

Results
Total charge = 0
Structure (SMILES) = CCCCCCB[C@H](C)F.CCOS(C)(=O)=O.CCOS(C)(=O)=O.CCOS(C)(=O)=O
Molar mass = 516.52 g mol⁻¹
E_tot = -72635.117 eV

Last column: Löwdin charge in e.
Geometry (Å):
C (3.72846, -2.43497, 3.56531)  -0.109
C (2.88643, -2.73243, 2.27219)  -0.246
C (2.33973, -4.19209, 2.35097)  -0.205
C (0.83580, -4.27404, 2.83317)  -0.192
C (0.06152, -5.10642, 1.77367)  -0.220
C (-1.35034, -5.59416, 2.23195)  -0.151
B (-2.06863, -4.63822, 3.28417)  -0.078
C (-2.41743, -3.10345, 3.05400)  -0.333
C (-3.98277, -2.96171, 2.97398)  -0.037
F (-1.81069, -2.53488, 1.93425)  -0.063
H (3.09017, -2.28132, 4.44485)  0.070
H (4.42611, -3.27743, 3.70766)  0.067
H (4.36745, -1.56012, 3.35329)  0.067
H (3.61043, -2.68761, 1.43935)  0.089
H (2.10020, -1.98011, 2.11139)  0.095
H (2.38791, -4.61325, 1.32750)  0.088
H (3.00523, -4.81753, 2.96609)  0.104
H (0.86657, -4.78470, 3.81200)  0.119
H (0.46484, -3.24176, 2.91170)  0.097
H (0.67131, -6.01122, 1.58949)  0.110
H (0.05837, -4.55248, 0.82105)  0.103
H (-2.01013, -5.62728, 1.33534)  0.113
H (-1.31328, -6.62919, 2.60883)  0.090
H (-2.42138, -5.10710, 4.32566)  0.083
H (-2.12473, -2.53446, 3.95703)  0.133
H (-4.36107, -2.47259, 3.88506)  0.081
H (-4.29231, -2.39894, 2.08381)  0.081
H (-4.47883, -3.94750, 2.93887)  0.070
C (4.28743, -0.65485, -4.93456)  -0.075
C (3.63318, -0.09647, -3.68453)  -0.262
O (2.65810, -0.99538, -3.13940)  -0.265
S (3.18257, -2.26289, -2.29964)  0.589
C (1.63018, -2.71539, -1.58926)  -0.115
O (4.05760, -1.79794, -1.25950)  -0.281
O (3.58718, -3.29216, -3.21488)  -0.276
H (4.90615, -1.52174, -4.70105)  0.071
H (4.92288, 0.09852, -5.40196)  0.080
H (3.53266, -0.97912, -5.65196)  0.084
H (4.37842, 0.16019, -2.92819)  0.115
H (3.09688, 0.81933, -3.93344)  0.122
H (1.29845, -1.91562, -0.93117)  0.061
H (1.78336, -3.63188, -1.02212)  0.064
H (0.91402, -2.88525, -2.38986)  0.078
C (-2.17893, 0.32262, 0.99539)  -0.068
C (-0.69882, 0.47985, 0.70778)  -0.257
O (-0.35154, 1.82884, 0.36493)  -0.260
S (-0.23196, 2.90492, 1.55305)  0.590
C (0.56930, 4.17248, 0.62323)  -0.113
O (0.67319, 2.39705, 2.54671)  -0.280
O (-1.55022, 3.35395, 1.90783)  -0.287
H (-2.46047, 0.85011, 1.90806)  0.076
H (-2.43140, -0.72870, 1.12108)  0.050
H (-2.77696, 0.74026, 0.18330)  0.087
H (-0.09417, 0.13414, 1.54977)  0.112
H (-0.43103, -0.13160, -0.15477)  0.113
H (1.54897, 3.81812, 0.31280)  0.076
H (0.67227, 5.04253, 1.26870)  0.080
H (-0.04908, 4.41753, -0.23905)  0.053
C (-1.95760, 6.30438, -5.00843)  -0.075
C (-2.58140, 7.39275, -4.15473)  -0.261
O (-3.29900, 6.85505, -3.03554)  -0.264
S (-2.45252, 6.34493, -1.76692)  0.587
C (-3.80465, 6.20055, -0.64152)  -0.114
O (-1.58663, 7.40389, -1.32745)  -0.279
O (-1.94383, 5.03001, -2.04403)  -0.284
H (-1.15864, 5.79242, -4.47132)  0.070
H (-1.53465, 6.72922, -5.91967)  0.081
H (-2.70070, 5.55278, -5.27738)  0.085
H (-1.83025, 8.10980, -3.81574)  0.115
H (-3.31110, 7.94503, -4.74686)  0.122
H (-4.22123, 7.18905, -0.46530)  0.076
H (-3.41658, 5.78192, 0.28586)  0.076
H (-4.54840, 5.53366, -1.07084)  0.077


Formula: C3H9N2O
Source: the Open Molecules 2025 dataset
Level of theory: the ωB97M-V functional and the def2-TZVPD basis

Results
Total charge = +1
Structure (SMILES) = C[N@H+]1CNOC1
Energy above the lowest of the compared OMol25 structures with the same formula, charge and spin = 107.8 kcal per mole
Molar mass = 89.12 g mol⁻¹
E_tot = -8274.399 eV

Last column: Löwdin charge in e.
Geometry (Å):
C (-1.27566, 0.27323, -0.95413)  0.040
N (-0.62885, 0.05352, 0.34698)  -0.080
C (0.25405, -1.17319, 0.35683)  -0.073
N (1.41393, -0.59621, -0.47192)  -0.009
O (1.33555, 0.82952, -0.32506)  -0.087
C (0.44961, 1.07890, 0.70890)  -0.100
H (-0.49641, -0.04730, -1.65603)  0.112
H (-2.24353, -0.18527, -1.17553)  0.123
H (-1.37041, 1.37693, -1.00804)  0.124
H (-1.12409, -0.00117, 1.16745)  0.148
H (-0.13483, -2.09448, -0.30270)  0.192
H (0.48228, -1.53748, 1.37881)  0.140
H (2.38000, -1.05096, -0.31338)  0.179
H (0.13161, 2.04794, 0.52232)  0.131
H (0.82674, 1.02601, 1.72550)  0.160


Formula: C42H37BN8Ni
Source: the Open Molecules 2025 dataset
Level of theory: the ωB97M-V functional and the def2-TZVPD basis

Results
⟨S²⟩ = 2.007
Total charge = 0
Spin multiplicity = 3
Molar mass = 723.32 g mol⁻¹
E_tot = -97795.331 eV

Last column: Löwdin charge in e.
Geometry (Å):
Ni (0.14490, 0.08172, 0.17726)  0.652
C (0.05660, -4.53975, -2.17027)  -0.017
C (0.63564, -3.16593, -2.09325)  -0.265
C (1.15577, -2.36992, -3.09743)  0.036
C (1.51924, -1.17308, -2.46205)  -0.252
N (1.25191, -1.24502, -1.16673)  0.075
N (0.70072, -2.46400, -0.94434)  0.037
B (0.33707, -2.92122, 0.49686)  -0.479
N (-1.11493, -2.46655, 0.81017)  0.042
N (-1.45637, -1.14823, 0.77954)  0.089
C (-2.74110, -1.07975, 1.12742)  -0.215
C (-3.23542, -2.37049, 1.37948)  0.029
C (-2.16915, -3.21951, 1.17934)  -0.267
C (-2.11749, -4.70728, 1.30501)  -0.018
C (-3.50893, 0.17809, 1.19390)  -0.155
C (-2.90444, 1.38178, 1.53346)  -0.039
C (-3.63928, 2.55507, 1.59602)  -0.073
C (-5.00079, 2.53841, 1.33034)  -0.089
C (-5.61914, 1.33825, 1.00325)  -0.083
C (-4.87911, 0.16752, 0.93597)  -0.033
N (1.28743, -2.24027, 1.51050)  0.045
N (1.28435, -0.88991, 1.60547)  0.065
C (2.14168, -0.55408, 2.56052)  -0.186
C (2.71543, -1.71038, 3.10537)  0.047
C (2.14461, -2.76264, 2.40636)  -0.260
C (2.36525, -4.23189, 2.55864)  -0.020
C (2.27262, 0.89355, 2.85831)  -0.209
C (2.88998, 1.42154, 4.17310)  -0.086
C (3.68531, 2.75296, 4.04816)  -0.166
C (4.35234, 3.01380, 2.73966)  -0.039
C (3.80825, 2.58459, 1.60766)  -0.026
C (2.54746, 1.79050, 1.61143)  -0.103
C (2.16876, 0.02616, -3.01586)  -0.167
C (3.11679, 0.71543, -2.25906)  -0.037
C (3.73998, 1.84432, -2.77100)  -0.081
C (3.42403, 2.29598, -4.04631)  -0.092
C (2.48534, 1.61103, -4.80512)  -0.081
C (1.86154, 0.48242, -4.29362)  -0.031
H (0.08856, -4.89278, -3.19926)  0.081
H (0.60966, -5.24264, -1.54519)  0.081
H (-0.98333, -4.54538, -1.83797)  0.078
H (1.25801, -2.61932, -4.14167)  0.112
H (0.42279, -4.11277, 0.58146)  0.114
H (-4.22673, -2.64525, 1.70145)  0.111
H (-1.77864, -5.17556, 0.37994)  0.069
H (-1.43874, -5.02195, 2.09936)  0.081
H (-3.11293, -5.08228, 1.53645)  0.082
H (-1.85129, 1.38979, 1.76162)  0.073
H (-3.14542, 3.48386, 1.85721)  0.105
H (-5.57810, 3.45295, 1.38015)  0.100
H (-6.68070, 1.31470, 0.79147)  0.101
H (-5.36532, -0.75950, 0.65553)  0.109
H (3.43835, -1.77921, 3.90246)  0.107
H (3.08926, -4.41102, 3.35109)  0.080
H (1.43815, -4.74609, 2.81517)  0.078
H (2.74528, -4.67410, 1.63679)  0.086
H (3.29393, 0.67707, 4.85593)  0.141
H (4.38751, 2.87554, 4.87033)  0.134
H (5.26081, 3.60650, 2.72675)  0.107
H (4.25668, 2.81662, 0.64719)  0.104
H (2.46839, 1.22119, 0.68565)  0.109
H (3.37316, 0.34047, -1.27499)  0.102
H (4.48505, 2.36295, -2.17991)  0.096
H (3.90939, 3.17681, -4.44738)  0.100
H (2.23140, 1.96365, -5.79693)  0.102
H (1.11353, -0.03857, -4.87962)  0.114
C (2.34024, 3.56932, 4.33091)  -0.167
C (1.58495, 2.22170, 4.45981)  -0.110
C (0.97070, 1.69333, 3.15064)  -0.075
C (1.17527, 2.56561, 1.88794)  -0.296
C (1.27335, 4.03376, 2.13971)  -0.002
C (1.82460, 4.48386, 3.26316)  -0.034
N (0.23706, 2.11220, 0.85351)  0.004
N (-0.13112, 2.95417, 0.03330)  0.121
C (-0.87287, 2.41299, -1.04470)  -0.294
C (-1.55739, 3.29724, -1.87529)  -0.039
C (-2.24008, 2.79033, -2.96385)  -0.097
C (-2.22727, 1.41705, -3.20490)  -0.088
C (-1.55123, 0.55185, -2.34994)  -0.109
C (-0.84001, 1.03034, -1.25274)  -0.135
H (2.40401, 4.10160, 5.27813)  0.133
H (0.99248, 2.08090, 5.36014)  0.142
H (0.00453, 1.19686, 3.22155)  0.145
H (0.90270, 4.70066, 1.37211)  0.102
H (1.90833, 5.55357, 3.42552)  0.106
H (-1.56018, 4.35871, -1.64942)  0.106
H (-2.78224, 3.45572, -3.62386)  0.096
H (-2.74397, 1.02421, -4.07422)  0.097
H (-1.57602, -0.51568, -2.55643)  0.093


Formula: C30H31I2N4OPbSb2Se5Si
Source: the Open Molecules 2025 dataset
Level of theory: the ωB97M-V functional and the def2-TZVPD basis

Results
Total charge = -1
Energy above the lowest of the compared OMol25 structures with the same formula, charge and spin = 9.7 kcal per mole
Molar mass = 1591.02 g mol⁻¹
E_tot = -408759.778 eV

Last column: Löwdin charge in e.
Geometry (Å):
Pb (0.99117, -0.59502, -0.76333)  1.072
C (0.67761, 2.31072, 1.72229)  -0.069
C (-0.46037, 2.62765, 0.80580)  -0.364
C (-1.50077, 3.46021, 1.20945)  -0.033
C (-2.53871, 3.72677, 0.34094)  -0.083
C (-2.51971, 3.14426, -0.91757)  -0.144
C (-1.45214, 2.31668, -1.24147)  -0.472
N (-0.43798, 2.07964, -0.41314)  0.032
Sb (-1.47353, 1.42388, -3.19240)  1.518
C (-1.90663, -0.61914, -2.62846)  -0.453
C (-2.94376, -1.17986, -3.35625)  -0.144
C (-3.37132, -2.46219, -3.03814)  -0.057
C (-2.76110, -3.12395, -1.99816)  -0.014
C (-1.71625, -2.51674, -1.30321)  -0.355
C (-1.00528, -3.25878, -0.21964)  -0.097
N (-1.30322, -1.28304, -1.62959)  -0.066
C (0.66126, 1.41643, -3.59448)  -0.433
C (0.96014, 2.03677, -4.79868)  -0.150
C (2.28139, 2.10128, -5.22273)  -0.061
C (3.25166, 1.52698, -4.43666)  -0.018
C (2.89573, 0.89362, -3.24479)  -0.330
C (3.95763, 0.20365, -2.44691)  -0.076
N (1.62219, 0.86311, -2.83064)  -0.055
H (0.57210, 2.83285, 2.67240)  0.086
H (0.67506, 1.23743, 1.92639)  -0.002
H (1.62642, 2.58488, 1.26026)  0.071
H (-1.49487, 3.87421, 2.20912)  0.117
H (-3.35950, 4.36638, 0.64073)  0.110
H (-3.31601, 3.31288, -1.63156)  0.085
H (-3.40738, -0.62116, -4.15868)  0.075
H (-4.17429, -2.92866, -3.59468)  0.109
H (-3.06836, -4.12113, -1.71221)  0.121
H (-1.69741, -3.91020, 0.31320)  0.090
H (-0.21227, -3.87527, -0.65517)  0.065
H (-0.58146, -2.57496, 0.51464)  -0.034
H (0.16414, 2.45336, -5.40224)  0.069
H (2.53982, 2.58366, -6.15728)  0.108
H (4.29329, 1.54270, -4.73026)  0.120
H (4.84694, 0.83316, -2.37112)  0.090
H (3.63670, -0.06852, -1.44394)  0.018
H (4.26097, -0.71864, -2.95205)  0.014
I (0.87178, -4.09848, 3.28443)  0.967
C (1.80630, -2.24703, 3.35382)  -0.636
C (1.89650, -1.57371, 4.59155)  -0.211
C (2.53987, -0.37740, 4.67428)  -0.640
I (2.67396, 0.53384, 6.55862)  0.899
C (3.09478, 0.24143, 3.52365)  -0.204
C (3.76611, 1.48230, 3.51813)  -0.051
C (4.21454, 2.00536, 2.34150)  -0.053
C (3.97609, 1.29196, 1.15150)  -0.140
N (3.38138, 0.12992, 1.11428)  0.090
C (2.95336, -0.41948, 2.27757)  -0.191
C (2.33312, -1.70564, 2.21151)  -0.494
O (2.24329, -2.33900, 1.01174)  -0.723
H (1.45651, -2.02810, 5.46718)  0.079
H (3.91910, 2.00754, 4.45145)  0.057
H (4.73783, 2.95135, 2.30819)  0.105
H (4.28315, 1.70778, 0.19595)  0.109
Se (2.64224, -6.25922, -1.86292)  -0.215
Sb (3.41641, -3.99203, -1.89021)  -0.206
Se (5.52863, -3.36049, -2.86019)  -0.190
Se (3.80524, -3.34337, 0.65865)  0.594
Se (1.53720, -2.47096, -2.65940)  0.020
C (-4.32152, 1.55560, 2.57982)  -0.234
Si (-3.75809, -0.09385, 1.84410)  -0.025
C (-4.32272, -0.04696, 0.03923)  -0.222
C (-4.77294, -1.44104, 2.69043)  -0.250
Se (-1.58817, -0.42166, 2.10301)  0.209
H (-5.41372, 1.65250, 2.55931)  0.021
H (-3.89288, 2.38332, 2.01087)  -0.018
H (-3.98493, 1.64612, 3.61505)  0.020
H (-5.37881, 0.24138, -0.03030)  0.026
H (-4.20398, -1.02447, -0.43720)  0.009
H (-3.73207, 0.67911, -0.52614)  -0.007
H (-5.84554, -1.21371, 2.67659)  0.017
H (-4.45563, -1.54634, 3.73002)  0.016
H (-4.61830, -2.40250, 2.19422)  0.015